DFT (ωB97M-V/def2-TZVPD) results for a molecular structure, C11H35AlN8O7PS.

Properties
E   -2386.990407 a.u.
Relative energy (zero: lowest compared OMol25 entry of this formula, charge and spin)   24.2 kJ/mol
Frontier orbital gap   4.702 eV
LUMO   2.06 eV
Multiplicity   1
Charge   -1

Each line ends with the Löwdin charge.
Geometry (Å):
C1 2.50392 -0.24658 -0.71568  -0.2187
C2 2.99777 -1.67877 -0.54562  -0.5194
P1 1.61928 -2.94023 -0.37421  0.6797
C3 0.76433 -2.91772 -2.02151  -0.4085
Al1 0.11960 -2.12710 1.28716  0.1083
C4 -1.62283 -3.22831 1.21462  -0.3184
C5 -2.56739 -2.53268 0.25168  -0.3419
C6 -4.04509 -2.79261 0.51212  -0.2208
C7 -4.90014 -2.26478 -0.65247  -0.2395
S1 -5.28317 -0.54720 -0.56773  0.5563
O1 -6.03989 -0.27635 0.59996  -0.2767
O2 -5.85804 -0.15117 -1.81249  -0.2971
O3 -3.90618 0.20966 -0.41790  -0.1570
H1 3.29040 0.42688 -1.04384  0.0330
H2 2.12468 0.14353 0.22057  0.0399
H3 1.70434 -0.19908 -1.44062  0.0407
H4 3.64014 -1.97651 -1.36214  0.0147
H5 3.52598 -1.74485 0.40029  0.0396
H6 0.48972 -1.92131 -2.36517  0.0087
H7 -0.15218 -3.49268 -1.93277  -0.0071
H8 1.36428 -3.39897 -2.78251  0.0001
H9 -0.30580 -0.63249 0.84609  -0.0820
H10 0.77771 -2.14333 2.76056  -0.1328
H11 -2.00905 -3.25742 2.22939  0.0315
H12 -1.33754 -4.21820 0.87240  0.0245
H13 -2.40425 -1.46672 0.35625  0.0401
H14 -2.33332 -2.84495 -0.76077  0.0966
H15 -4.40068 -2.31009 1.41673  0.1069
H16 -4.25822 -3.85420 0.55742  0.1092
H17 -4.35799 -2.45119 -1.57036  0.1038
H18 -5.86422 -2.75110 -0.72911  0.1033
H19 -3.79431 0.80302 -1.17982  0.1191
C8 2.46951 3.22299 -3.05671  -0.6772
O4 2.24106 2.36233 -2.23715  0.0529
N1 1.66529 3.43231 -4.14967  0.1437
N2 3.55829 4.06066 -2.96305  0.1383
H20 1.83488 4.13695 -4.84075  0.0829
H21 0.86606 2.83412 -4.24549  0.1028
H22 4.16217 3.93308 -2.17310  0.0978
H23 3.76691 4.78003 -3.62795  0.0812
C9 -2.86596 0.56600 3.29844  -0.6747
O5 -1.80173 0.25442 2.80272  -0.0059
N3 -3.98387 0.82267 2.55228  0.1658
N4 -3.02537 0.69965 4.65898  0.1459
H24 -4.86616 1.08922 2.94302  0.0906
H25 -3.90167 0.73110 1.55269  0.0531
H26 -2.22507 0.51366 5.23370  0.1000
H27 -3.88544 0.97122 5.09439  0.0860
C10 5.40293 -1.09322 -3.71744  -0.6750
O6 4.35128 -1.67110 -3.56004  0.0412
N5 6.60750 -1.75242 -3.77751  0.1410
N6 5.47179 0.27222 -3.83911  0.1505
H28 7.48841 -1.29247 -3.89964  0.0806
H29 6.58446 -2.74983 -3.68121  0.0986
H30 4.60557 0.77660 -3.77714  0.0932
H31 6.32694 0.77822 -3.96218  0.0812
C11 -0.50620 3.96808 4.99012  -0.6886
O7 -1.57882 4.17943 5.53528  0.0026
N7 -0.30874 2.96745 4.09289  0.1770
N8 0.59980 4.74320 5.25366  0.1316
H32 0.56972 2.78849 3.64430  0.1032
H33 -1.08802 2.37361 3.86814  0.0691
H34 0.48976 5.48972 5.91201  0.0902
H35 1.49281 4.59507 4.82496  0.0843

Force components x, y, z for each atom (eV/Å):
C 0.4 -0.2 0.0
C -1.0 0.1 0.2
P 0.6 -0.9 0.2
C -0.1 0.4 0.2
Al -0.6 0.3 -0.1
C 1.1 0.5 -0.2
C -0.2 -0.2 1.0
C -0.4 0.3 -0.8
C 0.7 -0.1 0.4
S -0.8 -0.5 -0.7
O -0.2 0.0 1.1
O 0.0 0.3 -0.9
O 0.4 0.3 -0.2
H 0.2 0.1 -0.2
H -0.3 0.0 0.2
H -0.2 0.2 -0.2
H 0.2 -0.1 -0.1
H 0.4 -0.2 0.1
H 0.0 0.2 -0.1
H -0.2 -0.1 0.1
H 0.3 -0.1 -0.2
H 0.1 0.1 -0.1
H 0.3 -0.1 0.1
H -0.2 -0.1 0.2
H -0.3 -0.5 0.1
H 0.1 0.3 -0.4
H 0.1 0.1 -0.4
H 0.1 -0.1 0.4
H 0.1 -0.3 0.3
H 0.0 0.2 -0.4
H -0.4 0.1 0.1
H 0.1 -0.2 0.1
C -0.1 0.0 0.0
O 0.0 0.2 -0.1
N 0.0 0.0 0.0
N 0.1 0.0 -0.1
H 0.0 0.0 0.0
H 0.0 0.0 0.0
H 0.0 0.0 0.0
H 0.0 0.0 0.0
C -0.4 0.0 0.0
O 0.0 0.2 0.2
N 0.2 0.0 0.0
N 0.0 0.0 0.0
H 0.0 -0.1 0.0
H 0.0 0.0 0.2
H 0.0 0.0 0.0
H 0.0 0.1 0.0
C 0.0 0.1 0.1
O 0.0 -0.2 -0.2
N 0.0 0.0 -0.1
N 0.0 0.0 -0.1
H 0.0 0.0 0.0
H 0.0 0.0 0.0
H 0.0 0.0 0.1
H 0.0 0.0 0.0
C 0.0 -0.1 -0.1
O 0.0 0.1 0.0
N -0.1 0.1 0.1
N 0.0 0.1 0.0
H 0.0 -0.1 0.0
H 0.0 -0.1 -0.1
H 0.0 0.0 0.0
H 0.0 0.0 0.0